No. 1
The following is a DFT calculation (the ωB97M-V functional and the def2-TZVPD basis) of C3H6BrO4P as an isolated structure in a non-equilibrium geometry.

Structure (XYZ):
```
15
Properties=species:S:1:pos:R:3:forces:R:3:mulliken_charge:R:1
C -0.8797 1.1605 -2.0418 -1.16 0.10 -0.33 -0.65
C 0.3168 0.7068 -1.7406 1.34 -0.61 0.40 -0.25
C 0.4757 -0.4809 -0.7938 -0.29 -0.29 -1.86 -0.58
O -0.3760 -0.2091 0.3537 0.62 -0.66 0.78 -0.16
P 0.4169 -0.2074 1.7371 0.02 0.82 1.34 1.03
O 1.6654 0.5221 1.7363 1.08 0.01 -0.29 -0.60
O -0.6105 0.4534 2.7819 -0.53 -0.73 -1.22 -0.51
O 0.6872 -1.7225 2.3004 -0.84 0.49 -1.04 -0.37
Br -0.4806 -2.9550 1.5912 0.11 -0.20 0.40 0.08
H -1.1090 2.2204 -2.1310 0.26 -0.22 -1.18 0.26
H -1.6967 0.4438 -2.1600 -0.24 0.39 1.11 0.26
H 1.2235 1.1774 -2.1207 -0.07 0.56 0.99 0.34
H 0.1208 -1.4148 -1.2551 -0.06 0.16 0.28 0.35
H 1.5246 -0.6261 -0.5191 -0.25 0.20 0.18 0.47
H -1.2785 0.9315 2.2615 0.01 -0.02 0.44 0.34
```
Forces are in eV/Å.

HOMO-LUMO gap in hartree: 0.3198
Lowest unoccupied orbital energy in eV: -1.022
Charge: 0
2S+1: 1

***

No. 2
The following is a DFT calculation (the ωB97M-V functional and the def2-TZVPD basis) of a 2-piece molecular cluster, C3H6Cl2NO3P overall in a non-equilibrium geometry.

Structure (XYZ):
```
16
Properties=species:S:1:pos:R:3:forces:R:3:mulliken_charge:R:1
C -1.2388 0.8745 -0.1704 1.92 0.80 -0.17 -0.80
C 0.0550 -1.3257 0.2743 0.93 1.95 3.84 -1.23
C -0.1603 0.1209 -0.1053 3.92 -0.52 -1.93 0.70
N 1.3317 0.6611 -0.6801 -2.91 0.02 1.55 -0.11
O 0.4806 2.8140 -2.1084 -0.79 -0.15 0.51 -0.68
O 1.0492 2.8779 0.5297 -1.22 -1.78 -1.97 -0.53
O 2.8530 2.7540 -1.2634 1.11 0.05 0.24 -0.73
P 1.4412 2.3926 -1.0599 -0.32 -0.51 0.45 0.73
Cl -4.3079 2.9056 9.3703 -0.04 0.00 0.08 -1.00
Cl 1.8854 -0.3032 -2.0170 -0.43 0.10 0.18 -0.18
H -2.2172 0.5570 0.0919 -0.56 -0.17 0.44 0.33
H -0.9703 1.8902 -0.4678 -1.06 -0.10 -0.24 0.26
H 1.6499 3.5858 0.5228 1.42 1.85 0.75 0.28
H 1.0728 -1.5280 0.8049 -1.63 0.87 -0.85 0.26
H 0.0949 -1.9254 -0.5496 -0.49 -1.83 -2.15 0.34
H -0.7125 -1.5326 1.0454 0.14 -0.57 -0.73 0.36
```
Forces are in eV/Å.

HOMO-LUMO gap in hartree: 0.2481
Energy above the lowest of the compared OMol25 structures with the same formula, charge and spin in kJ/mol: 201.7
Lowest unoccupied orbital energy in eV: 4.581
Charge: -2
2S+1: 1

***

No. 3
The following is a DFT calculation (the ωB97M-V functional and the def2-TZVPD basis) of one molecule with the formula C3H6Cl2O3 in a non-equilibrium geometry.

Structure (XYZ):
```
14
Properties=species:S:1:pos:R:3:forces:R:3:mulliken_charge:R:1
C -0.0038 -0.2576 0.2430 2.09 0.73 0.31 -0.09
C 1.1565 0.7171 0.6025 -0.02 -1.03 -2.05 0.03
C -1.1248 0.2295 -0.6651 -1.45 -0.82 2.55 -0.30
O 0.5772 -1.3712 -0.4161 -0.51 0.17 0.43 -0.53
O 2.1988 0.0173 1.1413 -0.04 0.76 0.89 -0.49
O -2.0692 -0.8010 -0.6997 -0.02 -0.19 -1.45 -0.48
Cl 1.7368 1.4889 -1.0490 -0.40 -0.10 1.08 -0.27
Cl -1.8550 1.5967 0.1469 -0.47 1.42 0.42 -0.16
H -0.2991 -0.4657 1.3136 -0.71 -0.49 -1.25 0.27
H 0.7883 1.4898 1.2624 0.43 0.46 -0.11 0.42
H -0.9975 0.5126 -1.6798 1.14 0.14 -0.74 0.47
H 0.1162 -1.3263 -1.2595 0.50 -0.89 -0.32 0.38
H 2.2106 -0.9133 0.8924 -0.25 0.03 -0.59 0.37
H -2.4352 -0.9169 0.1672 -0.27 -0.18 0.81 0.38
```
Forces are in eV/Å.

HOMO-LUMO gap in hartree: 0.4150
Energy above the lowest of the compared OMol25 structures with the same formula, charge and spin in kJ/mol: 52.8
Lowest unoccupied orbital energy in eV: 0.558
Structure (SMILES): OC([C@@H](O)Cl)[C@@H](O)Cl
Charge: 0
2S+1: 1

***

No. 4
The following is a DFT calculation (the ωB97M-V functional and the def2-TZVPD basis) of an isolated ion of composition C3H6Cl2P and charge +1 in a non-equilibrium geometry.

Structure (XYZ):
```
12
Properties=species:S:1:pos:R:3:forces:R:3:mulliken_charge:R:1
C 0.7519 1.1214 2.1330 -0.26 -5.41 -7.21 -0.42
C 0.7701 0.0762 0.7666 -0.54 5.38 6.40 -0.26
C -0.5800 -1.3041 -1.4490 -0.06 0.50 0.20 -0.98
P -0.3761 0.2653 -0.5508 0.80 -1.04 0.01 0.92
Cl 0.2959 1.5965 -1.8466 -0.06 0.05 -0.07 -0.11
Cl -2.1129 0.8842 0.0966 -0.21 0.12 0.13 -0.12
H 1.5555 0.9894 2.8229 0.30 0.02 0.32 0.27
H -0.0886 1.7714 2.2415 -0.24 0.34 0.17 0.25
H 1.6426 -0.5413 0.6889 0.20 -0.28 -0.19 0.37
H -1.1930 -1.1388 -2.3348 -0.02 0.10 0.03 0.35
H -1.0606 -2.0419 -0.8082 -0.02 0.08 0.14 0.37
H 0.3950 -1.6783 -1.7602 0.10 0.13 0.06 0.36
```
Forces are in eV/Å.

HOMO-LUMO gap (spin up / spin down) in hartree: 0.3288 / 0.3143
Energy above the lowest of the compared OMol25 structures with the same formula, charge and spin in kJ/mol: 151.0
Lowest unoccupied orbital energy (spin up / spin down) in eV: -5.415 / -5.746
Charge: +1
2S+1: 1

***

No. 5
The following is a DFT calculation (the ωB97M-V functional and the def2-TZVPD basis) of one molecule with the formula C3H6Cl2Si in a non-equilibrium geometry.

Structure (XYZ):
```
12
Properties=species:S:1:pos:R:3:forces:R:3:mulliken_charge:R:1
C -0.7674 0.1958 0.1780 0.32 -0.01 -0.12 -0.09
C 0.3183 -0.2658 -0.4391 2.58 2.33 4.44 -0.38
C -2.1533 0.0473 -0.3138 0.25 -4.58 -0.44 -1.17
Si 2.1392 -0.0170 0.3933 -3.17 1.82 -0.85 0.67
Cl 3.1869 -1.5422 -0.1936 1.49 -1.91 -0.83 -0.20
Cl 3.0354 1.7798 -0.1093 -0.09 -0.15 -0.28 -0.28
H -0.7500 0.8002 1.1122 0.51 -0.43 -0.67 0.24
H 0.3558 -0.8740 -1.2480 -0.43 -1.63 -2.61 0.44
H -2.7353 -0.4948 0.4270 -0.27 0.47 0.64 0.31
H -2.3372 -0.6917 -1.1737 0.81 1.60 0.59 0.29
H -2.5117 0.9857 -0.4488 -1.67 2.66 -0.76 0.33
H 2.2195 0.0768 1.8158 -0.33 -0.15 0.90 -0.16
```
Forces are in eV/Å.

HOMO-LUMO gap in hartree: 0.4021
Energy above the lowest of the compared OMol25 structures with the same formula, charge and spin in kJ/mol: 110.3
Lowest unoccupied orbital energy in eV: 0.835
Structure (SMILES): C/C=C/[SiH](Cl)Cl
Charge: 0
2S+1: 1

***

No. 6
The following is a DFT calculation (the ωB97M-V functional and the def2-TZVPD basis) of a 3-piece molecular cluster, C3H6Cl6 overall.

Structure (XYZ):
```
15
Properties=species:S:1:pos:R:3:forces:R:3:mulliken_charge:R:1
C 1.5306 -1.7652 -2.7048 0.29 -0.35 -0.05 0.09
Cl 0.2249 -2.8715 -3.2303 0.33 0.36 0.42 -0.16
Cl 1.7977 -0.5152 -3.9377 0.06 -0.08 0.31 -0.17
H 1.3497 -1.3070 -1.7325 -0.58 0.01 -0.35 -0.05
H 2.4378 -2.3565 -2.5804 -0.12 0.04 -0.38 0.27
C -1.7594 3.3264 1.5636 0.34 -0.05 -0.17 -0.22
Cl -2.0413 1.6444 2.0856 -0.09 0.36 0.20 -0.16
Cl -2.6929 3.6871 0.0997 0.23 0.05 0.19 -0.14
H -2.0208 4.0567 2.3294 -0.22 -0.44 0.02 0.28
H -0.6897 3.3957 1.3664 -0.26 0.06 -0.24 0.23
C 0.3179 -1.4167 1.4679 -0.15 -0.12 0.21 0.14
Cl -0.5524 -2.4109 0.2687 0.42 0.28 0.20 -0.13
Cl 1.9791 -0.9437 0.9774 -0.63 -0.15 0.04 -0.17
H -0.2826 -0.5238 1.6421 0.32 -0.06 -0.15 -0.10
H 0.4014 -1.9998 2.3851 0.06 0.09 -0.24 0.28
```
Forces are in eV/Å.

HOMO-LUMO gap in hartree: 0.4172
Energy above the lowest of the compared OMol25 structures with the same formula, charge and spin in kJ/mol: 15.7
Lowest unoccupied orbital energy in eV: 0.552
Structure (SMILES): ClCCl.ClCCl.ClCCl
Charge: 0
2S+1: 1

***

No. 7
The following is a DFT calculation (the ωB97M-V functional and the def2-TZVPD basis) of a 2-piece molecular cluster, C3H6ClN overall in a non-equilibrium geometry.

Structure (XYZ):
```
11
Properties=species:S:1:pos:R:3:forces:R:3:mulliken_charge:R:1
C 1.0920 1.0746 0.1867 0.27 -0.40 1.12 -0.57
C 1.9585 0.3573 -0.5134 0.79 0.03 3.69 -0.55
C -1.8615 -0.1813 -0.6224 0.26 -1.01 1.41 -0.10
N -1.4157 -1.1194 0.2088 0.32 -0.16 -0.19 -0.21
Cl -3.3739 0.3252 0.0681 -0.81 0.38 -0.19 -0.17
H 0.2377 1.3052 -0.3502 -1.81 1.12 -0.64 0.34
H 1.0719 1.2998 1.3052 0.55 -0.38 -1.80 0.22
H 2.7483 -0.0643 0.0909 0.67 -0.12 -0.42 0.24
H 1.8588 0.0248 -1.4855 -0.37 -0.20 -1.94 0.33
H -1.8353 -1.5753 1.0312 -0.43 0.84 -0.49 0.23
H -0.4808 -1.4466 0.0805 0.56 -0.09 -0.55 0.26
```
Forces are in eV/Å.

HOMO-LUMO gap in hartree: 0.3780
Energy above the lowest of the compared OMol25 structures with the same formula, charge and spin in kJ/mol: 218.8
Lowest unoccupied orbital energy in eV: 0.939
Charge: 0
2S+1: 1

***

No. 8
The following is a DFT calculation (the ωB97M-V functional and the def2-TZVPD basis) of one molecule with the formula C3H6ClN3 in a non-equilibrium geometry.

Structure (XYZ):
```
13
Properties=species:S:1:pos:R:3:forces:R:3:mulliken_charge:R:1
C 0.4445 -0.3133 0.5450 0.31 -1.40 2.25 0.11
C -0.9104 -0.3578 -0.0480 -1.61 0.22 0.41 0.54
C -1.9405 -1.0246 0.4797 -0.61 -0.18 -0.83 -0.69
H 3.5180 0.4143 -0.1897 -2.25 0.26 1.67 0.26
H 2.5849 1.2930 1.0581 0.41 -1.37 -1.15 0.24
H 1.0147 1.0717 -0.7257 1.30 -1.14 0.36 0.28
H 1.5596 -0.8357 1.9439 0.42 0.10 0.36 0.34
H -2.9771 -1.0355 -0.0205 1.89 0.14 1.06 0.23
H -1.7186 -1.5856 1.3805 -0.29 -0.18 -0.15 0.35
N 2.6611 0.4032 0.4810 1.24 1.29 -1.19 -0.59
N 1.4659 0.2116 -0.2930 -1.11 0.97 0.92 -0.16
N 0.5655 -0.8216 1.7575 -0.14 1.06 -3.15 -0.64
Cl -1.3171 0.7235 -1.3486 0.43 0.23 -0.57 -0.26
```
Forces are in eV/Å.

HOMO-LUMO gap in hartree: 0.3608
Energy above the lowest of the compared OMol25 structures with the same formula, charge and spin in kJ/mol: 169.1
Lowest unoccupied orbital energy in eV: 0.568
Structure (SMILES): [H]/N=C(\NN)C(=C)Cl
Charge: 0
2S+1: 1

***

No. 9
The following is a DFT calculation (the ωB97M-V functional and the def2-TZVPD basis) of a 2-piece molecular cluster, C3H6ClNO overall in a non-equilibrium geometry.

Structure (XYZ):
```
12
Properties=species:S:1:pos:R:3:forces:R:3:mulliken_charge:R:1
C 2.6813 -0.4452 0.2481 -1.85 4.55 -0.27 0.49
C -0.7386 0.3562 -0.6002 -1.35 -1.28 -0.83 -0.86
C 0.0182 0.8744 0.5954 -0.85 -0.89 1.38 -0.31
N 2.0577 -1.4077 0.4276 -1.64 -1.82 0.76 -0.24
O 1.3063 1.2176 0.4104 3.29 -0.64 -0.92 -0.64
Cl 4.0850 0.2537 -0.2246 0.41 0.36 -0.02 -0.05
H -0.4010 -0.6365 -1.0107 -0.61 0.35 1.04 0.22
H -1.9121 0.3798 -0.3479 2.63 -0.18 -1.00 0.26
H -0.4383 0.9475 -1.4775 -0.72 0.62 0.37 0.27
H -0.0482 0.2660 1.5278 -0.32 -0.59 -0.55 0.27
H -0.6191 1.7138 0.9096 0.62 0.73 0.09 0.33
H 2.2538 -2.3708 0.4482 0.39 -1.21 -0.04 0.26
```
Forces are in eV/Å.

HOMO-LUMO gap (spin up / spin down) in hartree: 0.3058 / 0.3062
Energy above the lowest of the compared OMol25 structures with the same formula, charge and spin in kJ/mol: 466.9
Lowest unoccupied orbital energy (spin up / spin down) in eV: -0.190 / -0.189
Charge: 0
2S+1: 1

***

No. 10
The following is a DFT calculation (the ωB97M-V functional and the def2-TZVPD basis) of a 2-piece molecular cluster, C3H6ClNOS overall in a non-equilibrium geometry.

Structure (XYZ):
```
13
Properties=species:S:1:pos:R:3:forces:R:3:mulliken_charge:R:1
C 1.5437 1.1491 -0.6947 -2.08 -1.16 -1.32 0.45
C -0.9834 -0.1206 1.1321 0.96 1.31 2.78 -1.13
C -1.0136 0.1846 -0.3318 -0.43 -0.56 0.12 -0.16
N 0.0896 -0.4117 -1.0748 1.22 3.39 -0.29 -0.23
O 1.5019 2.2090 -1.1908 0.06 -0.62 0.50 -0.35
S 0.6987 -1.6741 -0.3286 0.64 -2.39 0.35 -0.13
Cl 2.7225 0.4291 0.3283 0.83 0.20 0.39 -0.11
H -1.8972 0.1506 1.6526 -0.41 -0.17 -0.23 0.36
H -0.7302 -1.1361 1.3897 -0.55 -0.54 -0.14 0.38
H -0.2119 0.4283 1.7884 -0.66 -0.26 -1.48 0.27
H -1.9822 -0.2071 -0.7415 0.79 0.55 0.02 0.25
H -0.8524 1.2300 -0.4790 -0.90 0.78 -0.31 0.26
H 1.1145 -2.2312 -1.4501 0.53 -0.53 -0.38 0.14
```
Forces are in eV/Å.

HOMO-LUMO gap in hartree: 0.2937
Energy above the lowest of the compared OMol25 structures with the same formula, charge and spin in kJ/mol: 324.0
Lowest unoccupied orbital energy in eV: -0.209
Charge: 0
2S+1: 1

***

No. 11
The following is a DFT calculation (the ωB97M-V functional and the def2-TZVPD basis) of one molecule with the formula C3H6ClO2PS in a non-equilibrium geometry.

Structure (XYZ):
```
14
Properties=species:S:1:pos:R:3:forces:R:3:mulliken_charge:R:1
C 0.9609 -0.8040 -1.1194 0.28 0.46 -1.00 -0.39
C 0.6326 -0.4510 0.3486 -1.94 1.38 -0.30 0.34
C 0.0853 0.9733 0.4959 -4.59 -2.18 -0.34 -1.34
O 2.3890 -0.6194 -1.2627 0.15 -0.01 0.25 -0.32
O 1.7499 -0.4841 1.1441 5.23 -0.12 -1.53 -0.45
P 3.1524 -0.1239 0.0411 -1.32 -2.30 1.67 0.78
S 4.8904 -0.9515 0.2766 -1.43 0.91 0.15 -0.35
Cl 3.0331 1.8572 0.0121 0.65 0.62 -0.04 -0.19
H 0.7386 -1.8359 -1.3385 0.09 -0.43 -0.09 0.28
H 0.5511 -0.1794 -1.9781 -0.13 -0.51 1.64 0.24
H -0.0494 -1.1579 0.8912 0.11 0.47 -1.18 0.32
H -0.0054 1.0499 1.5592 -0.29 0.71 0.63 0.37
H -0.9842 1.0167 0.0206 1.53 -0.25 1.05 0.32
H 0.5196 1.8091 0.0805 1.66 1.25 -0.90 0.41
```
Forces are in eV/Å.

HOMO-LUMO gap in hartree: 0.3707
Energy above the lowest of the compared OMol25 structures with the same formula, charge and spin in kJ/mol: 86.9
Lowest unoccupied orbital energy in eV: 0.501
Structure (SMILES): C[C@H]1CO[P@@](=S)(Cl)O1
Charge: 0
2S+1: 1

***

No. 12
The following is a DFT calculation (the ωB97M-V functional and the def2-TZVPD basis) of a 2-piece molecular cluster, C3H6ClO2S overall in a non-equilibrium geometry.

Structure (XYZ):
```
13
Properties=species:S:1:pos:R:3:forces:R:3:mulliken_charge:R:1
C -0.3021 -0.1688 -1.0821 -2.46 0.24 -1.68 -1.20
C 0.4945 -0.0032 1.3520 -0.91 -0.95 0.81 -0.81
C 0.5529 0.4869 -0.0631 -0.35 0.41 0.54 0.50
O 4.1953 -0.0510 -1.4023 0.47 -0.34 -0.53 -0.52
O 4.7135 -0.8739 0.9319 -0.08 -0.17 -0.42 -0.54
S 3.9161 -0.0003 0.0357 -0.74 0.64 0.76 0.37
Cl 0.6652 2.2774 -0.1220 -0.04 -0.76 -0.32 -0.29
H -1.4875 0.1286 -1.2158 2.28 -0.21 0.95 0.23
H 0.0083 -0.0069 -2.1257 0.39 0.16 0.35 0.31
H -0.3552 -1.2652 -0.9864 0.34 0.39 0.37 0.29
H -0.2263 0.5740 2.0831 1.42 -0.59 -1.31 0.26
H 1.5651 -0.0491 1.7470 -1.71 -0.13 -0.01 0.19
H -0.0328 -1.0354 1.2649 1.40 1.32 0.49 0.21
```
Forces are in eV/Å.

HOMO-LUMO gap (spin up / spin down) in hartree: 0.1676 / 0.2742
Energy above the lowest of the compared OMol25 structures with the same formula, charge and spin in kJ/mol: 206.2
Lowest unoccupied orbital energy (spin up / spin down) in eV: 3.055 / 3.580
Charge: -1
2S+1: 1